1.
C30H25ClDyNO4PS2 as an isolated structure, computed with the ωB97M-V functional and the def2-TZVPD basis.

Each line ends with the Löwdin charge.
Element x y z (Å)
Dy: 0.2331 -0.8648 -0.9511  1.469
Cl: 3.2849 0.1572 -0.4044  0.694
S: 1.2370 -2.5070 -3.0083  0.663
S: -2.5374 -0.1274 -0.2449  0.578
P: 1.5018 0.0872 2.2056  1.077
O: 0.7235 0.3511 -2.6111  -0.362
O: -3.2584 -0.6554 0.8684  -0.251
O: -1.2533 0.6092 0.1261  -0.484
O: -2.0169 -1.2181 -1.2074  -0.465
N: 0.6495 -0.0187 -3.9097  -0.183
C: 4.0161 -0.1295 1.1909  -0.615
C: 5.3518 -0.5437 3.5569  -0.068
C: 1.0602 -1.6154 1.7151  -0.415
C: 0.4042 0.4494 6.5793  -0.091
C: -3.4340 1.0478 -1.2064  -0.276
C: -3.3476 3.0391 -2.5533  -0.045
C: -5.3930 1.9507 -2.2895  -0.025
C: 0.7425 -0.8612 4.6779  -0.107
C: 6.0897 -0.5318 2.4057  -0.059
C: 5.3903 -0.3012 1.2197  -0.093
C: 0.8725 1.5312 4.5200  -0.088
C: 0.6808 -1.6031 -5.5822  -0.060
C: 0.2299 0.9106 -4.7962  0.015
C: 0.3796 -0.6798 -6.5429  -0.053
C: -5.2779 4.1179 -3.7529  -0.037
C: -0.3462 -1.8412 1.9426  -0.118
C: -0.2472 -3.6919 0.3431  -0.089
C: 0.4350 -0.7935 6.0255  -0.074
C: -0.9189 -2.9127 1.2815  -0.073
C: 3.2590 -0.1266 2.3489  -0.411
C: 1.7568 -2.5152 0.8752  -0.153
C: 3.9624 -0.3145 3.5314  -0.053
C: -2.6989 2.1162 -1.7473  -0.053
C: 0.5982 1.6032 5.8618  -0.076
C: 0.0495 0.6321 -6.1655  -0.005
C: -4.8022 0.9926 -1.4563  -0.040
C: 1.1054 -3.4981 0.1290  -0.162
C: 0.8331 -1.3247 -4.1756  -0.664
C: -4.7030 3.0197 -2.8921  -0.246
C: 0.9169 0.2977 3.9126  -0.380
H: 3.4773 -0.2083 4.5189  0.119
H: 0.1069 1.8181 -4.2960  0.120
H: -1.6409 2.2792 -1.5644  0.110
H: 0.3381 -0.9194 -7.5979  0.121
H: 2.8505 -2.4580 0.8331  0.116
H: -6.4854 1.8175 -2.3928  0.124
H: -0.8160 -4.5297 -0.0739  0.137
H: -0.1797 1.4538 -6.8264  0.114
H: 5.8497 -0.5655 4.5708  0.134
H: 1.6574 -4.1407 -0.5760  0.118
H: 0.1639 0.5750 7.6982  0.143
H: -4.6323 4.3478 -4.6124  0.089
H: 0.9279 -2.6231 -5.8791  0.115
H: -6.2867 3.8330 -4.0445  0.077
H: 7.1337 -0.7775 2.3375  0.114
H: 0.8255 -1.8831 4.2339  0.122
H: 5.8798 -0.2963 0.2725  0.099
H: 0.6207 2.5456 6.3710  0.110
H: 0.9353 2.4334 3.9479  0.110
H: -5.4691 0.2834 -0.9184  0.137
H: -1.9737 -3.1065 1.3406  0.122
H: -2.7280 3.8067 -3.0424  0.123
H: -5.4276 5.0344 -3.1526  0.097
H: -0.8950 -1.2028 2.5197  0.083
H: 0.2387 -1.7542 6.5124  0.121

- net charge = +1
- spin multiplicity = 6
- total energy (eV) = -108755.6122
- ⟨S²⟩ = 9.15

***

2.
C30H25F6N12O2S2Zr as an isolated structure, computed with the ωB97M-V functional and the def2-TZVPD basis.

Each line ends with the Löwdin charge.
Element x y z (Å)
Zr: -0.7298 0.5133 -0.4463  1.973
S: -0.5269 -2.8092 3.0632  1.179
S: 3.4683 1.8739 1.2882  1.193
F: 0.8274 1.3059 -4.4093  0.275
F: -2.3624 1.0706 -2.3525  0.000
F: -1.8748 1.5374 -4.4320  0.242
F: 0.0784 0.1891 -2.6557  -0.003
F: -2.7164 3.0580 -3.1543  0.230
F: 1.7363 1.5874 -2.4765  0.206
O: -5.7194 -2.4826 1.2180  0.100
O: -0.5396 2.3306 -1.3133  -0.311
N: 1.0633 1.1049 0.7132  -0.083
N: -1.7020 -3.5937 -1.5260  -0.086
N: -7.0657 -4.1088 1.8444  0.149
N: -2.6516 -1.8198 1.7811  0.167
N: -3.3759 2.1227 2.5907  0.190
N: -4.1478 2.3368 1.5005  -0.087
N: -0.5285 -0.8331 1.4228  -0.105
N: 1.6174 3.3327 0.0778  0.163
N: -1.3998 -1.4572 -1.2847  -0.079
N: -2.4278 1.2484 0.7709  -0.084
N: -7.7111 -2.9141 2.0516  0.149
N: -2.4593 -3.0223 -2.4882  0.192
C: 0.9723 -2.0103 2.7385  -0.277
C: -5.9154 -3.8331 1.3438  -0.285
C: -2.3523 1.4702 2.1391  -0.163
C: -6.2127 0.4179 1.6338  0.015
C: -8.5510 -0.1650 1.6298  0.016
C: -3.1347 -6.7160 -0.0395  -0.013
C: -5.5061 2.8692 1.6555  -0.034
C: -3.8427 -4.4240 0.0871  -0.002
C: -8.8791 1.1812 1.6109  -0.016
C: -1.8593 2.0697 -3.2354  -0.510
C: -6.5459 1.7661 1.6107  -0.192
C: -5.0769 -6.1349 1.2569  0.014
C: -7.8834 2.1443 1.5931  -0.013
C: -6.9174 -1.9827 1.6612  -0.274
C: -1.3414 -1.7226 2.0054  -0.695
C: -4.9075 -4.7986 0.9043  -0.135
C: -1.0818 -2.6814 -0.8195  -0.114
C: -7.2143 -0.5504 1.6328  -0.128
C: -2.9530 -5.3816 -0.3818  -0.189
C: 1.6865 0.0815 1.4787  -0.326
C: -0.0545 3.8574 -3.1755  0.063
C: -0.4556 2.4724 -2.7104  -0.395
C: 1.9138 2.1593 0.6073  -0.634
C: -2.2496 -1.7509 -2.3450  -0.142
C: 0.7871 -0.9858 1.8934  -0.335
C: -1.7682 -5.0306 -1.2601  -0.034
C: -4.1905 -7.0871 0.7791  -0.018
C: 0.6050 1.4419 -3.1424  -0.514
C: -3.5877 1.8377 0.4225  -0.087
C: 2.9524 0.3178 1.8311  -0.277
H: -9.9178 1.4814 1.6054  0.128
H: -5.5073 3.3805 2.6163  0.150
H: 0.9484 4.0861 -2.8172  0.109
H: -3.2052 -2.5476 2.2086  0.118
H: -1.8118 -5.5365 -2.2230  0.152
H: -0.8321 -5.3058 -0.7734  0.144
H: 0.7203 3.4773 -0.3620  0.092
H: -1.5333 1.1436 2.7561  0.128
H: -2.7019 -1.0180 -2.9866  0.124
H: -0.0506 3.9109 -4.2651  0.129
H: 2.2868 4.0866 0.1004  0.141
H: -4.0236 1.8749 -0.5631  0.161
H: -5.6793 3.6079 0.8736  0.146
H: -0.4027 -2.9178 -0.0179  0.143
H: 3.6102 -0.3017 2.4201  0.109
H: -4.3284 -8.1276 1.0389  0.127
H: -5.9135 -6.4159 1.8820  0.130
H: 1.8751 -2.3168 3.2426  0.106
H: -3.1471 -1.1547 1.2115  0.085
H: -2.4545 -7.4713 -0.4158  0.131
H: -0.7560 4.5945 -2.7910  0.117
H: -8.1505 3.1946 1.5772  0.131
H: -5.1781 0.0960 1.6961  0.095
H: -3.7705 -3.3893 -0.2255  0.098
H: -9.3202 -0.9251 1.6401  0.131

- net charge = +3
- energy relative to the best compared isomer or geometry (same formula, charge and spin) (kcal per mole) = 0.00

***

3.
C30H25FIrN3O8S3 as an isolated structure, computed with the ωB97M-V functional and the def2-TZVPD basis.

Each line ends with the Löwdin charge.
Element x y z (Å)
Ir: 1.0594 -1.4440 0.4480  1.387
S: 1.8328 -1.7128 2.9370  0.594
S: 4.6789 -1.1551 3.6773  0.815
S: 0.4736 -4.3098 -0.8575  0.301
F: -4.7152 -4.3350 -1.4396  0.057
O: 1.4304 -3.2592 -0.0735  -0.527
O: -1.0141 -1.7645 0.5392  -0.093
O: -0.3923 2.4392 1.0082  0.004
O: -0.1088 -5.1345 0.1904  -0.374
O: 0.6098 -0.4500 -1.5594  -0.144
O: -0.5108 -3.5057 -1.5776  -0.375
O: 1.4014 -5.0150 -1.7184  -0.362
O: 0.7282 0.5320 1.0294  -0.182
N: 3.8355 -1.0694 1.2058  -0.081
N: 2.9950 -1.0644 0.2310  -0.166
N: -3.8217 1.0087 -0.4625  0.022
C: 3.1494 1.8859 2.8450  -0.033
C: -4.0767 -0.3457 -0.6900  -0.073
C: -4.8120 2.0323 -0.8401  -0.315
C: -0.3186 1.2240 0.8027  -0.573
C: -4.4756 -3.0332 -1.1703  -0.247
C: 3.2871 3.1477 5.3084  -0.116
C: 0.9712 -0.7738 -3.8222  -0.038
C: -6.2145 1.4586 -0.6906  -0.160
C: 2.1642 2.7920 3.2116  -0.057
C: 1.7824 -0.9702 -4.9117  -0.130
C: 3.1629 -1.1355 -4.7219  -0.141
C: 2.8925 -0.8797 -2.2763  -0.108
C: -1.7899 -0.8678 0.1755  -0.273
C: 5.2235 0.5540 3.3324  -0.445
C: -1.5693 0.5423 0.2774  -0.021
C: -3.0831 -1.2833 -0.3846  -0.017
C: -2.5945 1.3758 -0.0293  0.027
C: 4.2592 2.2286 4.9415  -0.072
C: -5.3011 -0.7784 -1.2276  -0.153
C: 4.2023 1.5880 3.7061  -0.292
C: -6.3778 0.2203 -1.5524  -0.144
C: 3.6802 -1.0918 -3.4536  -0.074
C: 3.4035 -1.3177 2.4510  -1.139
C: 3.5815 -0.7646 -1.0514  -0.210
C: 1.4550 -0.7147 -2.4904  -0.354
C: -4.6703 3.3053 -0.0165  -0.052
C: -5.4901 -2.1259 -1.4483  0.034
C: 2.2357 3.4282 4.4441  -0.106
C: -3.2725 -2.6454 -0.6513  0.102
C: 5.0387 -0.4250 -1.0054  -0.079
H: 3.8150 -1.3381 -5.5639  0.078
H: 5.0677 1.9925 5.6262  0.100
H: -6.3836 1.2146 0.3631  0.132
H: -6.9360 2.2271 -0.9751  0.113
H: 1.3397 2.9688 2.5299  0.084
H: -2.4392 -3.3297 -0.5056  0.120
H: 1.3548 -1.0217 -5.9072  0.081
H: -7.3602 -0.2333 -1.4072  0.113
H: -4.6579 2.2785 -1.8989  0.156
H: 5.3440 0.0528 -1.9330  0.061
H: 3.0656 1.3886 1.8870  0.100
H: -6.4267 -2.4882 -1.8561  0.122
H: -0.1009 -0.6643 -3.9315  0.104
H: -5.5208 3.9526 -0.2357  0.078
H: 4.7364 -1.2876 -3.3294  0.088
H: 1.4665 4.1341 4.7356  0.089
H: -3.7651 3.8642 -0.2431  0.077
H: -6.3138 0.5078 -2.6078  0.122
H: 5.4713 0.6015 2.2727  0.059
H: -4.6735 3.0756 1.0504  0.097
H: -2.4045 2.4291 0.1077  0.120
H: 3.3449 3.6367 6.2746  0.086
H: 6.1391 0.6835 3.9136  0.062
H: 5.6777 -1.2991 -0.8246  0.083
H: 5.2340 0.2632 -0.1814  0.055

- net charge = -2
- spin multiplicity = 5
- ⟨S²⟩ = 6.04
- energy relative to the best compared isomer or geometry (same formula, charge and spin) (kcal per mole) = 1.96

***

4.
C30H25GeN7PtSSe as an isolated structure, computed with the ωB97M-V functional and the def2-TZVPD basis.

Each line ends with the Löwdin charge.
Element x y z (Å)
Pt: -0.2877 -0.1518 -0.3868  0.899
Se: -3.6465 -4.7814 -1.4759  1.167
Ge: 2.1131 -0.6076 -0.5415  1.115
S: -3.1336 -1.6013 -1.5904  0.944
N: -0.8943 -2.4984 0.3375  0.024
N: -2.1890 0.7098 0.1240  -0.116
N: -2.6782 -3.1372 -1.1073  -0.644
N: -4.6284 -1.7836 0.6521  0.144
N: -2.5885 -5.5847 -0.3755  -0.279
N: 0.1541 1.9538 0.1434  -0.044
N: -3.2463 0.0412 0.5614  0.022
C: 2.3090 0.0021 2.3518  -0.153
C: -5.9218 4.1072 0.3535  -0.039
C: 4.7384 -0.3847 -1.9511  -0.118
C: 0.1805 -4.2603 1.5661  -0.034
C: -0.8489 4.0368 -0.4695  0.035
C: 4.8839 -0.9924 2.6537  -0.048
C: 2.9776 -1.5347 -3.1347  -0.130
C: -3.7227 -1.0133 0.0467  -0.631
C: 3.4127 -0.8234 -2.0151  -0.355
C: -4.8169 4.5631 1.0575  -0.045
C: -3.6096 3.8926 0.9735  -0.027
C: -5.8162 2.9686 -0.4309  -0.046
C: 2.9927 -0.5058 1.2434  -0.369
C: 1.3463 2.5377 0.0642  -0.132
C: 4.2011 -0.4844 3.7479  -0.038
C: 5.1907 -1.4618 -4.0513  -0.038
C: 0.3991 4.6239 -0.5845  0.009
C: 0.0425 -2.9312 1.1971  -0.152
C: -1.6984 -3.4036 -0.1900  -0.391
C: -4.6186 2.2885 -0.5164  -0.020
C: 1.5218 3.8613 -0.2974  0.001
C: -0.6833 -5.2153 1.0680  0.035
C: 4.2813 -1.0086 1.4087  -0.108
C: 5.6186 -0.7092 -2.9680  -0.053
C: 3.8663 -1.8627 -4.1423  -0.056
C: -2.2303 2.0148 0.0688  -0.154
C: -3.4963 2.7439 0.1836  -0.174
C: -1.6690 -4.7957 0.1665  -0.358
C: -0.9505 2.6941 -0.0998  -0.200
C: 2.9156 0.0189 3.5949  -0.056
H: -4.5374 1.4362 -1.1742  0.109
H: -2.7528 4.2424 1.5316  0.122
H: -4.8954 5.4478 1.6711  0.117
H: 4.8004 -1.4230 0.5556  0.095
H: -6.6726 2.6139 -0.9807  0.116
H: 2.5106 4.2844 -0.3480  0.126
H: -1.7431 4.6006 -0.6794  0.129
H: 0.6699 -2.1675 1.6350  0.072
H: -5.1630 -2.4634 0.1354  0.091
H: 5.8886 -1.7289 -4.8281  0.120
H: 4.6718 -0.4807 4.7192  0.120
H: 2.2093 1.9400 0.3373  0.084
H: -6.8586 4.6408 0.4132  0.119
H: 2.3871 0.4302 4.4428  0.117
H: 1.9362 -1.8299 -3.2045  0.091
H: -0.6455 -6.2511 1.3575  0.132
H: -0.4966 -0.8450 -1.7201  -0.064
H: 5.8876 -1.3736 2.7564  0.119
H: 0.4998 5.6567 -0.8782  0.131
H: 3.5323 -2.4447 -4.9869  0.116
H: 0.9640 -4.5370 2.2492  0.117
H: 6.6477 -0.3904 -2.9057  0.118
H: 1.3006 0.3952 2.2313  0.083
H: 5.0707 0.2315 -1.1226  0.104
H: -4.9847 -1.5071 1.5547  0.130

- net charge = +2
- spin multiplicity = 3
- ⟨S²⟩ = 2.04
- energy relative to the best compared isomer or geometry (same formula, charge and spin) (kcal per mole) = 64.43